130
Properties=species:S:1:pos:R:3:lowdin_charge:R:1 method="wB97M-V/def2-TZVPD" e_lumo_ev=-12.147 e_homo_ev=-13.780 de_lowest_ev=0.000 charge=+3 gap_ev=1.633
Hf -2.47266 -1.15202 1.31057 2.181
C -0.46244 0.70558 -1.20831 -0.157
O -0.92866 0.00376 -0.06082 -0.388
H -0.15908 0.03758 -2.01444 0.054
H -1.20240 1.45345 -1.49337 0.071
H 0.36238 1.39642 -1.03361 0.078
O -1.39271 0.67626 2.74135 -0.409
P -0.49450 1.41858 3.64043 0.661
N -1.10999 2.90712 4.25335 -0.301
C -0.35487 3.92316 5.00323 -0.053
C -2.53915 2.89102 4.44950 -0.123
N 1.05501 1.85714 2.96223 -0.245
C 1.10089 2.83181 1.83714 -0.069
C 2.01892 0.72458 2.86668 -0.090
N -0.23329 0.63827 5.16309 -0.272
C -1.28199 -0.16124 5.85804 -0.078
C 0.81500 0.97883 6.13981 -0.101
H 0.55699 3.98233 4.40900 0.072
H -0.19509 3.55060 6.01504 0.082
H -0.85950 4.88931 5.00016 0.102
H -2.69399 2.50438 5.45679 0.084
H -2.97208 2.13164 3.79834 0.048
H -2.98496 3.88121 4.35528 0.097
H 2.02269 2.83546 1.25542 0.084
H 0.23305 2.76373 1.18116 0.040
H 0.95304 3.80328 2.30883 0.075
H 2.62399 0.65625 1.96261 0.054
H 2.63626 0.68019 3.76391 0.085
H 1.49594 -0.23044 2.91705 0.066
H -1.01271 -0.40399 6.88597 0.099
H -2.25838 0.30738 5.73494 0.065
H -1.37291 -1.11140 5.33169 0.061
H 1.67302 0.30665 6.14740 0.093
H 0.43060 1.19666 7.13624 0.098
H 1.13433 2.00049 5.93404 0.060
O -1.72525 -2.96913 -0.38429 -0.438
P -0.92925 -3.83716 -1.33187 0.717
N -0.62124 -5.51381 -1.02385 -0.323
C -0.24875 -6.46479 -2.02827 -0.096
C -0.22190 -5.91714 0.31820 -0.103
N 0.73417 -3.36383 -1.61563 -0.262
C 1.52290 -2.51386 -0.70237 -0.095
C 1.31989 -3.28966 -2.91238 -0.141
N -1.58551 -3.76114 -2.93119 -0.298
C -2.84658 -4.53387 -3.15152 -0.065
C -1.49765 -2.47120 -3.65063 -0.121
H -0.68994 -6.16215 -2.97794 0.073
H -0.51126 -7.47545 -1.71562 0.105
H 0.83838 -6.44636 -2.10513 0.096
H 0.86746 -5.89501 0.28820 0.088
H -0.50561 -6.91246 0.66019 0.099
H -0.45687 -5.14956 1.05557 0.063
H 1.10960 -1.50747 -0.76925 0.056
H 1.40936 -2.89980 0.31068 0.077
H 2.58689 -2.56580 -0.93326 0.062
H 1.44010 -2.27084 -3.28068 0.056
H 2.38675 -3.50518 -2.97123 0.092
H 0.82718 -4.03592 -3.53560 0.091
H -3.35646 -4.10467 -4.01402 0.097
H -2.70267 -5.61416 -3.13233 0.078
H -3.46372 -4.32972 -2.27656 0.069
H -0.98108 -1.64613 -3.16022 0.044
H -2.48454 -2.04140 -3.82219 0.078
H -0.96485 -2.73051 -4.56550 0.090
O -3.60278 0.91205 1.00259 -0.449
P -4.51558 2.10193 0.79781 0.731
N -4.93934 2.38111 -0.84891 -0.326
C -6.07402 3.06031 -1.39560 -0.102
C -3.93101 2.09334 -1.85231 -0.095
N -3.64111 3.61396 1.18442 -0.255
C -2.09695 3.58601 1.06707 -0.084
C -4.34106 4.94943 1.08425 -0.067
N -6.01794 2.06573 1.61927 -0.314
C -6.13912 2.42945 3.02348 -0.099
C -7.04904 1.08850 1.27085 -0.089
H -6.59347 2.40768 -2.09729 0.103
H -5.88612 4.08452 -1.71773 0.101
H -6.70377 3.19855 -0.51673 0.072
H -3.40766 1.20034 -1.51058 0.049
H -3.31254 2.99084 -1.86183 0.094
H -4.38245 1.74502 -2.78127 0.103
H -1.85073 3.64287 0.00676 0.069
H -1.59983 4.47449 1.45637 0.092
H -1.71892 2.63749 1.44853 0.015
H -5.38299 4.75229 1.33647 0.074
H -3.77872 5.62801 1.72567 0.086
H -4.27036 5.46283 0.12533 0.082
H -5.82568 1.62671 3.69091 0.089
H -5.55257 3.32920 3.20925 0.070
H -7.15403 2.76842 3.23124 0.105
H -6.75152 0.16804 1.77319 0.078
H -7.13291 0.92858 0.19591 0.084
H -8.03423 1.32003 1.67569 0.105
O 4.82798 -2.44027 -2.23013 -0.277
P 5.12694 -1.21740 -1.43419 0.607
N 3.93418 0.00930 -1.46702 -0.277
C 3.00772 0.06866 -2.59161 -0.098
C 4.01443 1.25879 -0.68653 -0.079
N 6.45975 -0.40997 -2.15364 -0.279
C 7.04585 -0.88412 -3.43054 -0.073
C 7.27147 0.59090 -1.47716 -0.100
N 5.52821 -1.44118 0.21548 -0.296
C 4.54207 -1.30738 1.26362 -0.113
C 6.58298 -2.40655 0.43051 -0.104
H 2.11021 0.42113 -2.08335 0.050
H 2.80565 -0.94467 -2.93863 0.048
H 3.38037 0.67404 -3.41790 0.103
H 3.05151 1.72061 -0.46837 0.067
H 4.75189 1.87815 -1.19707 0.087
H 4.58479 1.04265 0.21684 0.055
H 7.25475 -0.00617 -4.04184 0.090
H 8.01195 -1.36976 -3.29305 0.090
H 6.40961 -1.63491 -3.89916 0.076
H 7.18359 1.53309 -2.01813 0.091
H 6.90893 0.73490 -0.45935 0.071
H 8.28314 0.18604 -1.45036 0.096
H 4.50025 -0.25491 1.54410 0.044
H 3.57285 -1.57244 0.84116 0.055
H 4.73078 -1.84766 2.19130 0.102
H 7.51669 -2.18756 -0.08749 0.085
H 6.26594 -3.38843 0.07909 0.087
H 6.89670 -2.48483 1.47145 0.094
Cl -1.54666 0.59614 -5.36401 0.494
C 0.29075 0.50593 -5.29887 -0.578
C 0.86934 -0.49049 -6.36896 -0.642
Cl 0.20799 -0.10313 -7.98801 0.568
H 0.55523 0.00308 -4.36866 0.021
H 0.61971 1.52080 -5.52233 0.072
H 0.79354 -1.54794 -6.11571 0.058
H 1.95511 -0.39801 -6.39434 0.071



129
Properties=species:S:1:pos:R:3:lowdin_charge:R:1 method="wB97M-V/def2-TZVPD" e_lumo_ev=-0.155 e_homo_ev=-8.205 de_lowest_ev=5.054 gap_ev=8.050
O -27.65480 -24.14733 -21.17534 -0.053
H -27.53724 -23.56060 -20.42823 0.024
H -28.57130 -24.41892 -21.12530 0.030
O -27.41583 -21.25806 -17.63143 -0.056
H -26.97592 -20.87782 -16.87109 0.027
H -28.18307 -20.70217 -17.76766 0.029
O -26.28754 -16.81525 -16.24894 -0.057
H -25.44036 -16.88268 -16.68936 0.029
H -26.09598 -16.36109 -15.42841 0.029
C -21.79865 -24.59917 -12.18688 -0.043
C -23.11454 -24.90016 -13.03246 -0.357
C -23.50558 -23.44813 -13.56817 -0.132
C -22.64292 -23.03043 -14.85228 -0.168
C -22.49020 -24.24984 -15.78423 -0.133
C -22.01895 -25.65378 -15.25313 -0.455
N -22.81097 -25.99785 -14.08528 -0.145
O -22.53304 -27.24388 -13.52779 -0.010
C -22.25406 -26.62944 -16.44394 -0.057
C -20.43961 -25.74763 -14.89872 -0.019
C -24.36634 -25.38699 -12.12890 -0.041
H -21.18558 -23.72441 -12.40378 0.069
H -21.06092 -25.40131 -12.20742 0.063
H -22.06639 -24.56229 -11.13091 0.071
H -24.51140 -23.38726 -13.98374 0.099
H -23.37897 -22.65808 -12.82798 0.108
H -21.67187 -22.78079 -14.42468 0.086
H -23.07936 -22.14322 -15.31104 0.103
H -21.73344 -23.87572 -16.47377 0.110
H -23.35172 -24.34178 -16.44560 0.111
H -21.55516 -26.47152 -17.26534 0.080
H -21.95560 -27.64876 -16.19897 0.069
H -23.27219 -26.86305 -16.75527 0.081
H -20.19304 -26.62302 -14.29792 0.072
H -19.80242 -25.69072 -15.78125 0.070
H -20.14903 -24.85569 -14.34365 0.055
H -24.08028 -26.20823 -11.47175 0.064
H -25.25204 -25.63367 -12.71436 0.074
H -24.75911 -24.74701 -11.33880 0.068
H -23.39876 -27.64556 -13.63165 0.106
C -13.53832 -21.71346 -13.13888 -0.226
C -12.49774 -21.71035 -14.23987 -0.242
O -11.49725 -22.71189 -13.99205 -0.079
O -14.14832 -20.41815 -13.03459 -0.080
H -13.01377 -21.83580 -12.19125 0.118
H -14.27608 -22.51002 -13.23523 0.121
H -11.97112 -20.75664 -14.27441 0.113
H -12.88875 -21.78122 -15.25485 0.114
H -10.66679 -22.47934 -14.41379 0.079
H -13.75668 -19.94382 -12.29756 0.080
C -17.19054 -29.04588 -9.32177 -0.312
C -16.24394 -28.24391 -8.51809 -0.201
O -15.92886 -28.96987 -7.27297 -0.080
O -18.48662 -28.74512 -8.97969 -0.058
H -17.04991 -30.12650 -9.29727 0.126
H -17.14612 -28.70638 -10.35659 0.119
H -16.67859 -27.25228 -8.39229 0.121
H -15.29946 -28.09738 -9.04211 0.118
H -16.59225 -28.94432 -6.57952 0.077
H -19.03888 -28.96940 -9.73222 0.091
C -30.00334 -28.83876 -15.40327 -0.228
C -29.39217 -29.95553 -14.57239 -0.240
O -28.67348 -29.44038 -13.44908 -0.075
O -30.38540 -29.42307 -16.68131 -0.090
H -29.27293 -28.08698 -15.70233 0.118
H -30.86185 -28.40902 -14.88715 0.117
H -28.73519 -30.49080 -15.25792 0.122
H -30.15373 -30.61415 -14.15482 0.121
H -29.24201 -29.28598 -12.69110 0.081
H -31.00879 -28.78358 -17.03349 0.073
C -27.46348 -20.05390 -8.12123 -0.252
C -28.59510 -20.25960 -7.10158 -0.209
O -28.57395 -21.62827 -6.61760 -0.095
O -26.39264 -19.42932 -7.46187 -0.075
H -27.71899 -19.29092 -8.85653 0.119
H -27.11954 -20.96302 -8.61451 0.121
H -29.49814 -20.27634 -7.71178 0.108
H -28.52770 -19.52065 -6.30314 0.125
H -29.10212 -21.68032 -5.81765 0.075
H -26.14579 -20.09368 -6.81435 0.083
C -19.47273 -16.60933 -12.69742 -0.271
C -20.37552 -16.17087 -11.49464 -0.213
O -21.39245 -15.24369 -11.85452 -0.080
O -18.65761 -15.58717 -13.09436 -0.066
H -19.96014 -16.84736 -13.64287 0.118
H -18.88907 -17.46631 -12.36125 0.110
H -19.80028 -15.64739 -10.73097 0.116
H -20.87005 -17.01570 -11.01525 0.110
H -21.28819 -14.37100 -11.46831 0.081
H -17.96928 -15.83219 -13.71707 0.094
C -22.73301 -33.71733 -19.73548 -0.212
C -23.25385 -33.13695 -21.04502 -0.261
O -24.56104 -33.60209 -21.29836 -0.071
O -22.35325 -35.07972 -20.05578 -0.082
H -23.54759 -33.62145 -19.01759 0.113
H -21.78387 -33.32658 -19.36869 0.120
H -22.59715 -33.23977 -21.90887 0.126
H -23.39249 -32.06260 -20.92402 0.109
H -25.18509 -33.30516 -20.63204 0.087
H -23.16733 -35.51324 -20.32212 0.071
C -24.48010 -20.64380 -22.32012 -0.303
C -23.71013 -21.94152 -22.79092 -0.150
O -24.65519 -22.47778 -23.82138 -0.107
O -24.52475 -19.71867 -23.31044 -0.048
H -23.97118 -20.30491 -21.41777 0.113
H -25.52735 -20.86829 -22.11772 0.113
H -23.59181 -22.67948 -21.99750 0.105
H -22.75218 -21.59339 -23.17724 0.112
H -25.33824 -22.95352 -23.34313 0.065
H -25.20708 -19.91836 -23.95554 0.096
C -28.39756 -28.09747 -5.62640 -0.240
C -28.78909 -29.60242 -5.51303 -0.227
O -27.78300 -30.29228 -6.22008 -0.081
O -29.23476 -27.39246 -6.53008 -0.073
H -27.35197 -28.06647 -5.93280 0.116
H -28.47725 -27.66471 -4.62917 0.107
H -29.72467 -29.81213 -6.03149 0.116
H -28.87311 -29.94180 -4.48062 0.116
H -28.00418 -30.05570 -7.12380 0.086
H -28.97026 -26.47083 -6.48298 0.079
C -32.00680 -23.75379 -11.47837 -0.261
C -33.12070 -23.36385 -10.51587 -0.217
O -34.16287 -22.68252 -11.25724 -0.078
O -31.49454 -25.02516 -11.17282 -0.070
H -31.15187 -23.07894 -11.52045 0.117
H -32.37936 -23.83410 -12.49957 0.122
H -32.76290 -22.69000 -9.73741 0.105
H -33.48638 -24.18452 -9.89870 0.122
H -33.74867 -22.02283 -11.81835 0.075
H -30.97139 -24.97848 -10.36924 0.085